7
Properties=species:S:1:pos:R:3:forces:R:3 method="wB97M-V/def2-TZVPD" smiles=SS.O homo_lumo_gap_ha=0.344 e_tot_ha=-873.98213 e_lumo_ev=-0.29 homo_energy_ev=-9.64 total_charge=0 relative_energy_kj_mol=49.5
O 0.2023 -0.2482 -4.1345 0.38 -1.04 -1.08
H 0.5969 -0.8518 -3.4650 -0.58 0.53 -0.76
H 0.4142 -0.6654 -5.0001 -0.32 0.52 0.82
S 0.0000 0.0000 0.0000 1.02 -0.42 -0.97
S 1.3907 -0.4118 -1.6342 -0.63 0.03 2.08
H -0.8110 -1.0756 -0.0885 0.19 0.14 -0.26
H 2.0364 -1.4710 -1.1014 -0.06 0.25 0.17

---

7
Properties=species:S:1:pos:R:3:forces:R:3 method="wB97M-V/def2-TZVPD" homo_lumo_gap_ha=0.344 e_tot_ha=-765.30685 e_lumo_ev=-0.46 homo_energy_ev=-9.81 total_charge=0 relative_energy_kj_mol=141.5
O 1.1776 -0.8213 0.6070 1.27 -1.24 -0.11
Si 0.2129 0.2751 -0.1059 0.07 -1.23 -1.56
S -1.6407 -0.4824 -0.9997 -1.77 1.61 3.03
H 2.0251 -1.1337 0.2329 -1.00 0.33 0.21
H -0.1472 1.0148 0.9693 -1.06 1.83 2.03
H 1.0826 1.0158 -1.0168 -0.17 0.14 -0.57
H -2.7103 0.1316 0.3131 2.67 -1.43 -3.03

---

6
Properties=species:S:1:pos:R:3:forces:R:3 method="wB97M-V/def2-TZVPD" smiles=S.S homo_lumo_gap_ha=0.392 e_tot_ha=-798.74461 e_lumo_ev=0.74 homo_energy_ev=-9.93 total_charge=0 relative_energy_kj_mol=12.6
S 1.7372 0.1860 0.5067 -0.10 0.07 0.68
H 1.4043 0.3731 1.8268 0.06 -0.20 -0.88
H 0.6498 -0.5481 0.2050 0.27 0.08 0.26
S -1.7211 -0.0674 -1.1957 -1.17 -0.50 -0.34
H -0.6192 0.6217 -1.3555 0.75 0.38 0.21
H -1.4510 -0.5654 0.0127 0.20 0.17 0.06

---

7
Properties=species:S:1:pos:R:3:forces:R:3 method="wB97M-V/def2-TZVPD" homo_lumo_gap_ha="0.222 / 0.218" e_tot_ha=-1088.14633 e_lumo_ev="-1.40 / -1.45" homo_energy_ev="-7.44 / -7.37" total_charge=0 relative_energy_kj_mol=365.4
Si 0.7031 0.1884 1.5235 -2.87 0.73 -2.36
S -0.7602 -0.9432 -2.1344 0.40 -0.96 -1.63
S -1.5230 0.1810 -0.6820 0.91 0.59 1.98
H 1.6472 -0.5736 0.8955 1.62 -1.80 -0.60
H 0.8332 1.5054 1.0976 0.34 1.82 0.11
H -0.0832 -0.1069 2.6447 -0.47 -0.48 1.25
H -0.8171 -0.2512 -3.3449 0.06 0.10 1.25

---

7
Properties=species:S:1:pos:R:3:forces:R:3 method="wB97M-V/def2-TZVPD" smiles=SS.S homo_lumo_gap_ha=0.307 e_tot_ha=-1196.90203 e_lumo_ev=0.31 homo_energy_ev=-8.04 total_charge=0 relative_energy_kj_mol=95.3
S -1.9635 1.1021 0.1942 -0.47 -0.54 -0.70
H -2.9605 0.1815 0.3105 0.36 0.42 -0.13
H -1.7869 0.8526 -1.1460 -0.19 0.13 0.86
S 1.1904 0.3026 -0.4980 2.76 4.45 -1.04
S 0.8018 -1.4073 0.2777 -0.07 -4.32 2.63
H 2.4203 0.6669 0.1115 -1.49 -0.61 -0.73
H 1.8688 -1.6603 1.1416 -0.90 0.47 -0.90

---

8
Properties=species:S:1:pos:R:3:forces:R:3 method="wB97M-V/def2-TZVPD" smiles=SS.SS homo_lumo_gap_ha=0.316 e_tot_ha=-1595.09483 e_lumo_ev=-0.09 homo_energy_ev=-8.68 total_charge=0 relative_energy_kj_mol=83.2
S -1.2695 0.4936 2.8618 2.90 1.51 0.15
S 0.6969 -0.4065 3.1810 -1.06 0.34 -1.31
H -0.6303 1.8003 2.8392 -1.41 -1.87 0.02
H 1.0988 -0.4426 1.8469 -0.43 0.01 1.11
S 1.2645 -0.0321 -2.6932 -0.72 0.06 0.06
S -0.1928 -1.5773 -2.8639 -0.60 0.84 0.15
H 0.2161 0.7958 -2.4875 0.83 0.25 0.01
H -1.1837 -0.6313 -2.6843 0.49 -1.15 -0.20

---

7
Properties=species:S:1:pos:R:3:forces:R:3 method="wB97M-V/def2-TZVPD" homo_lumo_gap_ha="0.239 / 0.198" e_tot_ha=-979.44596 e_lumo_ev="-2.23 / -2.78" homo_energy_ev="-8.74 / -8.18" total_charge=0 relative_energy_kj_mol=267.5
Si -1.4897 -0.0725 -0.3161 -1.69 -0.12 -0.23
Si 0.8802 0.2524 -0.1504 -2.38 1.73 1.02
S -2.4056 1.1247 -1.7038 1.06 0.20 0.13
H -1.9297 -1.4417 -0.6825 0.61 -0.21 0.49
H -1.8606 0.2925 1.1010 0.50 -0.30 -0.31
H 2.1994 0.1828 -0.5301 2.26 -0.93 -1.26
H 0.9867 1.7242 0.1787 -0.37 -0.37 0.17

---

75
Properties=species:S:1:pos:R:3:forces:R:3 method="wB97M-V/def2-TZVPD" homo_lumo_gap_ha=0.312 e_tot_ha=-1911.00923 e_lumo_ev=-0.43 homo_energy_ev=-8.93 total_charge=0 relative_energy_kj_mol=342.3
O -22.3264 -3.7331 -12.8637 0.37 0.15 -0.40
H -22.4404 -3.5304 -11.9352 0.04 -0.10 0.49
H -23.1937 -3.6006 -13.2464 -0.65 -0.19 -0.13
O -22.1034 -5.9992 -3.4630 0.01 0.53 0.68
H -21.4160 -6.6644 -3.4275 0.09 -0.15 -0.02
H -22.2930 -5.8996 -4.3959 -0.07 -0.39 -0.53
O -19.5008 -1.0274 -6.7080 -0.18 -0.05 0.30
H -19.6969 -1.5354 -5.9208 -0.06 0.37 0.55
H -19.7299 -1.6096 -7.4325 0.05 0.05 -0.82
O -17.8555 1.0554 -7.4152 -0.02 0.57 0.64
H -18.6992 0.6656 -7.1861 -0.09 -0.25 0.27
H -17.7990 0.9636 -8.3663 0.37 0.14 -0.12
O -25.7730 -2.9556 -10.2701 0.10 -0.63 0.60
H -24.8570 -3.1965 -10.1321 0.84 -0.10 0.14
H -25.7358 -2.1874 -10.8400 -0.50 0.33 0.07
O -25.3244 -3.0223 -13.4330 0.49 -0.10 -0.21
H -26.0996 -3.3144 -13.9124 -0.12 -0.17 -0.15
H -25.6735 -2.5558 -12.6736 -0.20 0.14 0.00
O -20.3878 -4.6855 -7.8413 -0.69 0.05 0.23
H -19.4993 -4.4337 -8.0930 0.88 -0.29 -0.29
H -20.2783 -5.1607 -7.0176 -0.25 -0.20 0.29
O -27.6962 -3.2511 -5.1494 -0.20 0.17 0.38
H -28.0825 -4.1267 -5.1703 -0.16 -0.16 0.03
H -26.8645 -3.3446 -5.6139 0.21 0.03 -0.40
O -23.7677 -6.6964 -9.3227 0.00 -0.10 -0.11
H -24.1954 -7.4456 -9.7373 -0.13 -0.14 -0.26
H -24.3062 -6.5076 -8.5542 -0.36 0.14 0.40
O -24.9937 -5.9680 -6.8391 -0.01 -1.12 -0.01
H -25.2273 -5.0541 -7.0017 -0.18 1.28 -0.20
H -25.6790 -6.2903 -6.2536 -0.03 -0.34 0.19
O -17.8270 -4.2573 -8.8169 -0.10 0.13 0.07
H -17.3191 -4.2170 -8.0066 0.30 0.23 0.25
H -17.3319 -4.8512 -9.3812 -0.01 -0.25 -0.28
O -21.2448 1.5892 -6.1117 -0.46 0.26 -0.01
H -20.7744 1.9832 -5.3771 0.19 0.12 0.10
H -20.9340 0.6842 -6.1380 0.31 -0.50 -0.16
O -22.8631 -2.8626 -9.3508 -0.71 -0.18 -0.32
H -22.8734 -3.2088 -8.4585 0.13 -0.21 0.26
H -22.1701 -2.2023 -9.3441 0.50 0.33 -0.09
O -19.4366 -0.0796 -11.2507 0.38 0.01 0.10
H -20.3244 -0.3424 -11.4934 -0.60 -0.24 -0.17
H -19.0074 0.1141 -12.0840 -0.03 0.02 -0.36
O -20.4505 -1.5454 -4.1574 0.57 -0.13 0.02
H -20.4964 -2.4812 -4.3537 -0.02 -0.38 0.19
H -21.3574 -1.2915 -3.9860 -0.50 0.29 0.11
O -24.3588 -1.1619 -6.2112 -0.20 -0.37 -0.54
H -24.4074 -1.0425 -5.2627 0.27 -0.13 0.54
H -24.8296 -0.4106 -6.5720 -0.02 0.29 -0.18
O -23.2184 -1.6364 -3.5431 -0.16 0.24 -0.25
H -22.9634 -2.5582 -3.5823 -0.04 -0.47 0.00
H -23.6836 -1.5513 -2.7109 -0.09 0.10 0.33
O -17.1813 0.6125 -9.8752 0.65 -0.11 -0.51
H -16.5857 0.8447 -10.5876 0.27 0.17 0.02
H -17.9908 0.3518 -10.3145 -0.65 -0.21 -0.09
O -19.9843 -2.1594 -9.1458 -0.46 0.12 -0.06
H -19.3169 -2.1575 -9.8319 0.31 0.28 -0.24
H -20.1365 -3.0862 -8.9615 -0.30 -0.26 -0.10
O -21.9215 -0.9602 -12.7390 0.14 0.74 0.31
H -22.6503 -0.3836 -12.9684 -0.10 0.26 -0.04
H -22.0829 -1.7610 -13.2379 0.17 -0.84 -0.04
O -26.5942 -0.9896 -11.7655 0.12 0.39 -0.25
H -27.5145 -0.7313 -11.8157 -0.36 -0.12 -0.01
H -26.1486 -0.2216 -11.4076 0.18 0.38 0.03
O -26.8212 -5.5277 -10.5353 -0.24 -0.66 -0.08
H -27.0588 -5.6627 -9.6179 -0.12 -0.11 0.17
H -26.4287 -4.6550 -10.5556 0.16 0.57 -0.16
O -22.5447 -6.6730 -6.1554 0.98 -0.09 0.26
H -22.3058 -7.4072 -6.7213 0.18 -0.17 -0.15
H -23.3538 -6.3306 -6.5352 -0.70 0.19 -0.08
O -25.7266 -3.5474 -7.3196 -0.15 -0.28 0.10
H -25.2020 -2.7620 -7.1647 0.51 0.76 0.44
H -25.9355 -3.5162 -8.2533 -0.35 0.23 -0.64
O -21.2315 -6.3171 -10.1452 0.71 -0.14 -0.58
H -22.1867 -6.2741 -10.1904 -0.26 0.00 0.16
H -21.0152 -5.9522 -9.2871 0.03 0.25 0.31

---

10
Properties=species:S:1:pos:R:3:forces:R:3 method="wB97M-V/def2-TZVPD" smiles="NP=O.NS" homo_lumo_gap_ha=0.356 e_tot_ha=-927.28981 e_lumo_ev=0.47 homo_energy_ev=-9.20 total_charge=0 relative_energy_kj_mol=206.6
N 1.9375 0.0575 -0.3340 0.42 -2.48 0.43
N -1.6216 0.5814 1.2280 -1.23 -0.84 1.83
O -2.4952 0.2894 -1.0975 -0.03 0.09 -0.45
P -2.8894 0.0975 0.3054 -0.31 -0.16 0.11
S 2.1265 -1.4460 -1.3268 2.22 2.83 0.06
H 1.4621 0.7452 -0.8271 -0.95 1.28 -1.42
H 2.8047 0.4573 -0.0220 0.50 -0.40 -0.03
H -1.5702 0.3065 2.2241 0.09 0.49 -1.03
H -0.7949 0.8416 0.7712 1.55 0.39 -0.44
H 1.0405 -1.9304 -0.9213 -2.26 -1.18 0.94

---

9
Properties=species:S:1:pos:R:3:forces:R:3 method="wB97M-V/def2-TZVPD" smiles=NNPS homo_lumo_gap_ha=0.349 e_tot_ha=-851.99722 e_lumo_ev=0.75 homo_energy_ev=-8.75 total_charge=0 relative_energy_kj_mol=194.8
N 1.7981 -0.2868 -0.0145 -2.08 -0.58 -0.77
N 0.5608 0.3741 0.3223 -0.85 -0.98 0.00
P -0.8213 -0.7709 -0.0809 0.47 0.96 0.86
S -2.6367 0.4914 0.0739 0.54 -0.87 -1.34
H 2.4481 -0.0676 0.6713 1.32 0.40 1.61
H 2.1215 0.0901 -0.8732 0.47 0.06 -0.95
H 0.5220 1.2547 -0.1558 -0.48 0.39 -0.20
H -0.8598 -1.2828 1.2827 -0.23 0.33 -0.77
H -3.1327 0.1978 -1.2259 0.84 0.30 1.57

---

9
Properties=species:S:1:pos:R:3:forces:R:3 method="wB97M-V/def2-TZVPD" smiles="[H]/N=N/[H].NO" homo_lumo_gap_ha=0.359 e_tot_ha=-242.35965 e_lumo_ev=0.47 homo_energy_ev=-9.30 total_charge=0 relative_energy_kj_mol=150.0
N 1.2817 -1.0721 0.7993 2.60 1.19 3.53
N -1.0735 0.3656 -0.8420 0.94 -1.48 -1.81
N 0.5463 -0.6497 1.6995 -1.29 0.39 -1.71
O -0.1882 1.2902 -1.5061 -2.35 1.37 2.15
H 0.4367 0.7741 -1.9587 0.90 -1.47 -0.97
H 0.8067 -1.1861 -0.0390 -2.08 -0.80 -1.87
H -2.0247 0.6283 -0.7667 -0.71 1.31 -0.89
H -0.8129 0.1560 0.0793 1.16 0.32 1.56
H 1.0279 -0.3062 2.5344 0.85 -0.84 0.00

---

9
Properties=species:S:1:pos:R:3:forces:R:3 method="wB97M-V/def2-TZVPD" smiles="NN=S.N" homo_lumo_gap_ha="0.300 / 0.300" e_tot_ha=-565.38215 e_lumo_ev="0.32 / 0.32" homo_energy_ev="-7.84 / -7.84" total_charge=0 relative_energy_kj_mol=28.7
N 0.9443 -0.7204 -0.8240 -2.92 -1.07 1.58
N -1.2000 0.2349 1.0613 0.29 -2.01 -2.58
N 1.8383 0.0107 -1.2786 2.24 1.74 -1.12
S 2.1410 1.3989 -0.5748 0.35 0.72 0.33
H 0.6375 -1.3819 -1.4751 -0.30 -1.57 -0.86
H 0.2200 -0.4145 -0.1353 0.90 0.25 0.12
H -1.7895 -0.4539 0.5711 0.17 0.52 0.55
H -1.3815 1.1108 0.6531 -0.23 1.34 -0.31
H -1.4101 0.2155 2.0023 -0.50 0.09 2.29